(1)
16
Properties=species:S:1:pos:R:3:forces:R:3 method="wB97M-V/def2-TZVPD" energy_ev=-8737.533 total_charge=+2 orbital_gap_ev="5.575 / 7.367" e_above_lowest_kj_mol=390.4 spin_multiplicity=3
C -1.58925 -1.06357 0.71330 -0.66 -0.64 4.11
C -0.82825 0.99407 1.94706 1.45 -0.76 -0.02
C -1.13442 -0.52439 -1.33026 2.36 -1.07 2.03
C 1.86451 -0.57984 -0.59278 -0.34 -2.76 -0.72
N -1.78782 -1.35477 -0.44240 -0.28 -1.37 -1.13
N -0.85859 0.33135 0.80246 -0.86 -1.92 -0.87
N -0.53726 0.54031 -0.45305 -1.98 -1.44 1.18
H -1.93987 -1.61534 1.67303 0.79 1.31 -1.52
H -0.57574 2.03678 2.00694 -0.04 0.53 0.00
H -0.81730 0.30831 2.82216 -0.63 0.78 -0.34
H -0.30412 -1.11117 -1.77907 -0.27 0.54 -0.41
H -1.78961 -0.06090 -1.96045 -1.61 1.41 -2.47
H 2.23754 -0.45607 0.38679 0.35 0.02 0.93
H 1.66233 -1.63060 -0.98574 0.42 1.50 0.70
H 2.02950 0.17353 -1.30450 0.23 0.97 -0.91
H -0.42289 1.40797 -0.86726 1.07 2.90 -0.55


(2)
17
Properties=species:S:1:pos:R:3:forces:R:3 method="wB97M-V/def2-TZVPD" energy_ev=-10806.285 total_charge=0 orbital_gap_ev=9.492 e_above_lowest_kj_mol=595.9
C -0.67280 0.61590 -1.31298 -0.45 0.47 0.61
C 0.04190 -0.61025 -0.66330 0.22 1.10 -2.61
C 0.89052 -1.33564 -1.44955 0.73 -1.35 -0.68
C -0.35932 -0.54075 1.67074 1.23 1.43 -1.93
H -2.52373 1.44368 -0.06070 4.92 0.72 -1.81
H -0.84754 2.23965 0.26978 -1.32 -1.68 -1.85
H -1.42239 0.08086 -1.84371 -1.25 -0.05 -0.42
H 0.00653 0.89297 -2.15071 -0.45 1.05 0.94
H 1.07927 -1.24545 -2.62506 -0.51 0.68 2.96
H 1.37143 -2.29612 -1.07236 -0.96 1.32 -0.28
H -1.01225 -0.71941 2.49536 -0.67 -0.29 0.27
H 0.93033 0.44600 3.10619 -0.22 -0.62 -3.31
H 1.90850 -0.06074 0.31035 -0.96 0.40 2.87
N -1.42020 1.74038 -0.51087 -1.17 -1.19 1.54
N -0.62465 -0.92737 0.46565 0.54 -0.67 4.24
N 0.73384 0.36645 2.01285 -0.78 -1.39 0.70
O 1.92057 -0.09017 1.35832 1.09 0.06 -1.22


(3)
17
Properties=species:S:1:pos:R:3:forces:R:3 method="wB97M-V/def2-TZVPD" energy_ev=-10806.342 total_charge=0 orbital_gap_ev=9.147 e_above_lowest_kj_mol=590.5
C -0.91929 0.13560 0.85931 2.13 0.06 1.78
C -1.53455 1.49620 0.62038 0.24 0.12 -0.40
C -0.80044 -0.71517 -1.28162 1.73 -0.27 -2.94
N -1.64399 -0.66666 -2.09240 0.33 -0.11 1.41
H -1.65956 -0.66331 0.90474 0.29 -0.32 -0.69
H -0.47723 0.08840 1.85896 -0.11 0.25 0.22
H -0.77676 2.28891 0.59528 -0.06 -0.10 0.01
H -2.08140 1.53352 -0.32385 0.04 -0.02 0.01
H -2.23941 1.75954 1.41700 0.11 -0.14 -0.04
N 2.11508 -0.47795 0.72000 0.49 -0.73 0.42
C 0.97255 -0.06529 0.09550 -3.16 1.04 0.22
O 1.54202 -1.33547 -1.86757 -1.20 0.71 0.18
N 0.50344 -0.95399 -0.88087 -0.59 -0.92 -0.24
H 1.08588 -1.95475 -2.46004 0.05 0.07 0.26
H 2.58103 -1.28393 0.32214 -0.34 -0.02 0.47
H 2.38038 -0.18058 1.64649 -0.08 0.14 -0.39
H 0.95227 0.99492 -0.13344 0.13 0.25 -0.28


(4)
17
Properties=species:S:1:pos:R:3:forces:R:3 method="wB97M-V/def2-TZVPD" energy_ev=-10809.062 total_charge=0 orbital_gap_ev=8.930 e_above_lowest_kj_mol=328.1
C 1.63424 -0.48408 1.83211 0.10 -0.08 -0.19
C 0.77026 -0.74840 0.64337 -0.69 -0.10 0.91
O 1.42674 -1.04741 -0.46646 -0.17 0.07 -1.14
N -0.50655 -0.73587 0.62892 1.04 -0.38 0.23
H 0.80382 -0.92760 -1.23040 0.82 -0.35 0.90
H -0.97794 -0.45678 1.48010 0.05 0.12 0.02
H 1.07820 -0.60942 2.75759 -0.02 0.02 -0.04
H 1.99678 0.54196 1.76354 0.02 0.00 0.00
H 2.48963 -1.15681 1.82042 0.04 0.02 0.03
C -1.47692 -0.04530 -0.81989 0.93 0.39 -1.87
C -0.40905 0.94144 -1.50770 -1.78 0.06 1.18
N -2.50667 0.54120 -0.32523 -0.66 0.88 -0.42
N 0.40457 1.62249 -0.83053 0.13 -0.12 0.21
H -3.36685 0.01954 -0.47559 0.23 -0.26 0.35
H 0.85514 2.38464 -1.33055 -0.02 -0.14 -0.31
H -1.51742 -0.98627 -1.38734 -0.26 0.02 0.01
H -0.69799 1.14669 -2.55237 0.25 -0.15 0.14